Record 1
Entry from the Open Molecules 2025 dataset: 24 unconnected molecules or ions with the total composition C36H29Cl92NO2Si (ωB97M-V/def2-TZVPD).

Output
Charge: 0
HOMO-LUMO gap, eV: 9.52
HOMO level, eV: -9.57
Electronic energy, eV: -1203321.787

XYZ file:
```
161
C36H29Cl92NO2Si, DFT ωB97M-V/def2-TZVPD
C 4.611 -2.333 10.249
C -2.525 -1.735 -5.745
C 0.272 -7.978 6.681
Si -1.506 2.799 -1.545
C 8.864 -4.105 -8.722
H 1.293 5.251 -2.832
Cl 3.674 -1.585 11.545
Cl 5.341 4.705 -7.884
Cl -5.956 -10.769 5.523
Cl 5.946 1.363 6.749
Cl 0.626 -7.254 8.250
H 0.229 0.606 -2.894
C 2.417 -0.395 4.734
H -3.306 -0.363 -2.708
C -4.711 0.743 -1.424
Cl 3.528 -0.493 -6.433
Cl -8.285 -0.569 -0.576
Cl 6.317 -2.385 10.707
Cl 3.492 2.491 -8.132
Cl 1.032 6.078 -0.229
Cl -9.193 0.141 2.068
Cl -10.216 5.042 4.520
Cl -1.575 4.503 5.077
C 2.435 6.951 0.372
Cl 0.463 4.516 8.584
Cl -4.798 -9.549 0.135
Cl -1.578 -1.871 9.498
Cl 4.429 -1.382 8.772
C 2.524 6.786 12.993
C -10.045 5.346 2.788
Cl 11.123 -4.535 -11.745
Cl 3.655 3.945 -5.666
Cl 4.712 3.935 6.736
H -2.356 5.869 0.829
Cl 3.489 5.821 14.116
O -1.518 4.345 -0.947
Cl 8.097 -9.372 -17.818
C -2.486 1.715 -0.372
Cl 3.908 -0.365 3.782
H -1.266 2.186 -5.292
Cl -8.886 0.637 10.501
Cl 4.025 -3.974 9.971
Cl 1.896 8.405 1.219
Cl 10.057 -4.186 -14.397
Cl -1.972 3.252 11.692
H -6.334 1.439 -2.732
H -2.841 3.391 -3.551
Cl 8.718 -5.804 -9.188
Cl -3.351 -9.810 4.762
C 0.404 0.790 -1.823
H -2.499 1.647 -3.421
Cl 9.822 -6.737 -13.061
C 1.247 6.074 8.284
Cl 1.376 7.774 13.903
Cl 1.143 6.462 6.567
H -4.392 2.737 -0.661
H -2.084 0.696 -0.385
Cl -4.859 -8.416 6.782
H 1.461 6.101 -4.379
Cl -1.878 -0.774 -4.410
Cl -1.308 -1.901 -7.014
C -2.651 5.187 -1.183
C 2.184 -0.062 -5.372
Cl -10.354 3.858 1.890
Cl 0.600 -3.700 10.012
Cl 5.829 -7.559 -8.666
C -1.160 5.164 3.496
Cl -3.748 -11.013 7.362
Cl -3.955 -0.930 -6.400
Cl -8.281 -2.057 9.668
H -2.314 6.023 -1.810
Cl 6.185 3.069 9.047
H -3.437 4.654 -1.736
Cl 2.940 5.943 8.751
H -4.408 1.500 0.575
Cl 0.435 7.336 9.221
C -1.811 1.671 10.922
C -5.238 1.456 -2.701
C 4.247 -3.073 -9.352
H -3.690 6.691 -0.010
H -4.891 0.958 -3.615
Cl 6.549 -6.939 -17.807
Cl 2.745 1.052 -4.125
C -6.071 -10.152 1.201
Cl 1.645 5.722 11.898
C -0.834 4.219 -4.973
Cl -6.519 -8.887 2.350
Cl 1.223 0.679 4.002
Cl 3.502 7.399 -0.967
H -1.806 4.573 -5.343
Cl 2.786 0.185 6.370
Cl -8.067 -1.326 12.450
H 1.524 4.325 -4.316
C -4.029 1.725 -0.431
Cl 12.393 -5.828 -13.996
H 0.565 2.295 -0.313
Cl 0.796 -1.816 7.852
Cl 3.934 -3.633 -7.708
Cl 10.528 -3.775 -8.217
Cl 2.975 -7.137 -8.605
Cl 9.308 -6.888 -18.645
Cl 7.596 3.742 6.608
Cl 5.405 -1.738 -9.298
Cl -7.512 1.953 0.581
Cl -3.412 1.056 10.494
Cl -11.198 6.587 2.291
H -4.923 2.504 -2.747
H -4.573 -1.341 -1.993
C -2.059 2.651 -3.338
H -0.154 4.195 -5.842
Cl 1.546 -1.516 -4.601
C -4.478 -10.003 6.107
Cl -0.533 -9.530 6.912
Cl -1.030 -4.033 7.659
Cl 2.736 -2.515 -10.079
C 6.120 3.030 7.279
Cl -1.538 3.980 2.238
Cl 7.764 -3.779 -7.383
Cl 3.309 5.905 1.497
Cl 4.919 -4.390 -10.314
C -0.309 -2.851 8.756
Cl -2.087 6.641 3.206
Cl -7.483 -10.599 0.240
C 10.855 -5.316 -13.302
Cl -2.969 -3.336 -5.147
C 1.041 5.209 -3.895
C -8.807 0.761 0.464
Cl 2.497 5.192 -7.991
Cl -1.024 0.546 12.028
Cl 4.271 -8.559 -6.458
Cl -0.795 -6.909 5.757
Cl 1.788 -2.038 4.782
Cl 8.658 -7.316 -15.872
H -3.233 -0.843 -0.984
H 0.789 0.014 -0.137
C -3.196 5.725 0.135
Cl -0.835 1.835 9.459
H 0.943 2.861 -1.974
Cl -10.247 1.515 -0.238
C -3.889 -0.505 -1.793
C -7.852 -0.764 10.791
Cl -8.401 5.898 2.449
Cl 0.565 5.543 3.421
O -0.368 5.178 -4.042
C 3.754 4.085 -7.425
Cl -5.481 -11.568 2.074
Cl 8.459 -3.083 -10.099
H -3.897 5.028 0.608
H 0.011 2.433 -4.117
C 8.152 -7.630 -17.535
C -0.975 2.805 -4.429
C 0.288 2.214 -1.374
H -5.609 0.370 -0.924
Cl 0.907 0.725 -6.306
Cl 3.590 7.840 12.057
Cl 4.032 -9.781 -9.060
Cl -6.161 -0.307 10.543
C 4.276 -8.258 -8.198
Cl 1.777 -8.213 5.788
H -2.202 2.134 0.609
N 0.642 -0.246 -1.118
```

Atomic partial charges in e from the Mulliken method, atoms 1 to 6:
1 C 0.229
2 C 0.187
3 C 0.328
4 Si -0.571
5 C 0.248
6 H -0.115

=====

Record 2
Entry from the Open Molecules 2025 dataset: a molecular structure, C36H29F3GeMoN4O3S2 (ωB97M-V/def2-TZVPD).

Output
Charge: +2
HOMO-LUMO gap (spin up / spin down), eV: 5.25 / 5.25
HOMO level (spin up / spin down), eV: -13.37 / -13.37
Electronic energy, eV: -138085.211

XYZ file:
```
79
C36H29F3GeMoN4O3S2, DFT ωB97M-V/def2-TZVPD
F -4.344 0.127 1.527
C -3.987 -5.112 0.029
S 1.142 -1.126 1.735
C -3.304 1.127 -3.798
H 2.840 0.057 3.556
C -0.892 -4.844 2.166
H -3.236 -0.972 -3.495
C 2.122 -0.518 -1.360
O -1.934 -1.620 2.630
C 2.265 4.586 0.082
C -1.775 -5.139 0.990
H 0.448 1.490 2.320
C 2.085 1.623 -3.043
H -5.033 -4.846 0.102
H -2.300 -3.230 -0.958
H -1.289 5.882 0.902
H 2.121 -1.350 -0.672
C -2.932 -0.012 -3.107
H -3.479 -4.232 1.923
C 0.103 4.273 1.135
C -0.301 5.512 0.663
H -3.442 -2.286 -1.933
C 0.280 -2.581 1.078
H -1.809 -6.705 -2.014
Ge 1.892 2.098 1.540
H 0.251 7.247 -0.466
C -2.306 -0.487 2.489
C -3.774 -0.069 2.732
N -0.897 -1.180 -0.252
C 2.813 0.494 -3.405
O -1.049 1.463 -0.389
Mo -0.030 0.573 0.820
C -2.937 2.379 -3.329
C -1.802 1.341 -1.513
H 2.045 2.491 -3.685
H 6.673 3.025 2.540
N 1.416 0.566 -1.002
H -1.888 -2.783 -2.609
H 4.981 -0.269 4.697
H 3.380 -1.493 -2.785
C -2.179 2.492 -2.173
C -2.167 0.061 -1.936
H -0.585 3.692 1.740
S 0.739 -4.067 1.839
C -1.309 -5.833 -0.123
C -3.518 -5.801 -1.079
H -1.886 3.455 -1.774
H 0.828 2.477 -1.541
C 0.567 6.279 -0.102
H -4.197 -6.077 -1.875
C -3.115 -4.772 1.057
N -0.557 -2.453 0.150
C 1.394 3.809 0.855
H 6.902 1.192 4.178
H 4.530 3.410 1.416
C -2.175 -6.156 -1.156
H 3.262 4.239 -0.159
H -0.267 -6.126 -0.181
H 2.518 6.420 -0.990
C 3.534 0.458 -4.646
H -1.396 -4.216 2.895
H -3.892 1.035 -4.701
C -1.772 -1.168 -1.231
C 3.546 1.729 2.370
C 1.406 1.615 -1.844
C 5.834 2.374 2.746
C 5.960 1.343 3.669
C 1.846 5.816 -0.396
O -1.588 0.526 2.066
C 4.627 2.581 2.104
C 2.829 -0.596 -2.542
N 4.108 0.435 -5.639
C 4.881 0.515 3.958
F -3.852 1.067 3.420
F -4.440 -1.015 3.368
C -2.393 -2.447 -1.699
C 3.675 0.697 3.307
H -0.575 -5.762 2.667
H -3.242 3.271 -3.859
```

Atomic partial charges in e from the Mulliken method, atoms 1 to 6:
1 F -0.231
2 C -0.775
3 S -0.219
4 C -1.141
5 H 0.406
6 C -1.083

=====

Record 3
Entry from the Open Molecules 2025 dataset: a molecular structure, C36H29N10OSTa at a distorted geometry (ωB97M-V/def2-TZVPD).

Output
Charge: +2
HOMO-LUMO gap (spin up / spin down), eV: 6.73 / 6.74
HOMO level (spin up / spin down), eV: -13.42 / -13.42
Electronic energy, eV: -67126.895

XYZ file:
```
78
C36H29N10OSTa, DFT ωB97M-V/def2-TZVPD
H 14.027 15.125 7.725
N 9.294 7.648 9.622
H 10.462 10.789 6.716
C 13.578 14.391 8.402
C 9.855 18.530 8.804
H 7.352 13.249 7.189
C 7.963 13.376 8.093
H 14.044 9.318 14.375
C 9.657 15.309 10.668
N 9.375 12.924 9.833
C 8.122 18.743 10.500
C 10.719 15.943 12.831
C 7.193 12.227 14.405
H 5.120 12.791 11.829
N 10.646 11.130 13.291
C 9.373 16.715 10.316
H 11.670 13.039 13.958
N 10.628 13.706 12.301
C 8.657 12.364 8.812
C 10.385 15.031 11.787
C 8.889 19.321 9.484
H 9.697 7.061 8.847
N 10.840 9.332 9.259
C 7.188 12.443 11.703
N 8.190 21.782 9.149
C 8.311 14.571 8.669
C 12.883 13.839 10.564
H 7.373 19.280 10.988
H 4.963 12.660 14.171
H 7.636 16.987 11.589
H 16.037 9.016 12.727
H 9.298 10.370 14.643
C 9.128 14.310 9.765
C 11.362 15.209 13.841
N 11.117 10.660 9.519
H 8.091 15.561 8.207
H 8.581 7.208 10.172
C 8.335 11.949 13.662
H 15.623 9.652 10.375
N 12.115 12.860 10.082
H 7.307 12.755 10.708
H 10.754 17.001 12.716
C 5.982 12.450 13.788
H 7.203 12.102 15.471
H 12.134 11.350 6.389
H 11.694 9.681 7.072
C 11.508 11.281 8.457
C 8.327 17.427 10.876
C 11.514 10.757 7.006
C 12.094 12.643 8.788
C 11.690 10.397 13.820
N 8.343 12.151 12.347
H 14.488 15.241 10.118
C 14.832 9.815 11.155
H 10.468 18.950 7.985
C 12.842 10.176 12.914
H 11.927 15.559 14.686
C 11.235 13.893 13.479
C 10.117 17.257 9.254
C 15.089 9.469 12.458
C 13.974 9.574 13.329
H 12.788 13.435 6.785
C 9.576 11.367 14.299
H 10.877 16.625 8.691
Ta 10.563 11.713 11.355
H 13.358 10.496 9.741
C 6.027 12.577 12.375
C 8.564 20.708 9.184
N 12.616 10.628 11.700
O 11.772 10.130 14.994
H 9.989 11.899 15.098
C 13.701 14.563 9.716
H 12.833 13.905 11.658
S 8.983 9.869 11.002
C 9.800 8.858 9.899
C 13.603 10.390 10.794
H 8.628 11.303 8.595
C 12.760 13.411 7.861
```

Atomic partial charges in e from the Mulliken method, atoms 1 to 6:
1 H 0.471
2 N -0.423
3 H 0.328
4 C -0.637
5 C -0.724
6 H 0.481